C74H75F11N2O3SSi | ωB97M-V with the def2-TZVPD basis set

Structure (XYZ):
```
167
C74H75F11N2O3SSi, DFT ωB97M-V with the def2-TZVPD basis set
C 4.841 3.676 3.740
C 3.401 3.204 3.639
O 3.101 2.072 3.939
O 2.462 4.101 3.172
C 2.427 4.082 1.731
C 0.986 4.155 1.216
C 0.495 2.783 0.630
C -0.543 2.122 1.540
C -1.911 2.869 1.367
O -2.145 3.955 0.883
N -2.850 1.990 1.897
C -2.263 0.612 2.084
N -2.063 0.494 3.511
S -3.585 -0.503 1.480
C -1.051 0.704 1.137
C 0.044 -0.401 1.243
F -0.420 -1.453 1.980
F 1.094 0.142 1.921
C 0.405 -0.870 -0.159
C 1.669 -1.763 -0.261
Si 3.348 -0.885 -0.386
C 3.251 0.867 -1.110
C 4.504 -1.848 -1.542
C 4.187 -0.793 1.330
C 5.368 -0.053 1.552
C 5.895 -0.008 2.818
C 5.292 -0.665 3.862
C 4.171 -1.413 3.669
C 3.635 -1.464 2.397
H 5.196 4.127 2.808
H 5.478 2.817 3.951
H 4.933 4.364 4.587
H 2.982 4.919 1.283
H 2.947 3.178 1.387
H 0.851 4.888 0.421
H 0.360 4.346 2.088
H 1.379 2.139 0.620
H 0.147 2.871 -0.404
H -0.262 2.283 2.586
H -3.708 1.994 1.357
H -2.229 -0.442 3.852
H -1.171 0.860 3.815
H -4.417 -0.666 2.533
H -1.405 0.888 0.117
H -0.444 -1.488 -0.482
H 0.411 -0.009 -0.834
H 1.562 -2.328 -1.198
H 1.622 -2.517 0.532
H 2.232 1.255 -1.207
H 3.692 0.915 -2.111
H 3.789 1.553 -0.445
H 4.896 -2.735 -1.031
H 5.362 -1.221 -1.809
H 3.971 -2.169 -2.444
H 5.896 0.484 0.769
H 6.791 0.567 3.037
H 5.702 -0.598 4.866
H 3.653 -1.949 4.456
H 2.726 -2.040 2.252
F -10.151 -3.442 -1.368
C -8.905 -3.105 -0.976
C -7.830 -3.477 -1.758
C -6.549 -3.125 -1.355
C -6.362 -2.417 -0.175
C -7.454 -2.055 0.601
C -8.738 -2.396 0.198
H -7.997 -4.035 -2.670
H -5.697 -3.403 -1.961
H -5.364 -2.147 0.140
H -7.307 -1.509 1.520
H -9.604 -2.116 0.785
F 7.368 0.396 -1.425
C 8.489 -0.320 -1.654
C 9.117 -0.939 -0.592
C 10.266 -1.679 -0.829
C 10.776 -1.781 -2.117
C 10.132 -1.146 -3.171
C 8.977 -0.414 -2.942
H 8.707 -0.842 0.405
H 10.765 -2.177 -0.008
H 11.673 -2.353 -2.297
H 10.531 -1.222 -4.174
H 8.456 0.081 -3.751
F -2.590 0.100 -3.536
C -3.885 0.429 -3.338
C -4.696 0.673 -4.428
C -6.028 1.004 -4.222
C -6.529 1.096 -2.930
C -5.699 0.850 -1.845
C -4.371 0.509 -2.050
H -4.288 0.603 -5.429
H -6.674 1.190 -5.069
H -7.567 1.357 -2.770
H -6.086 0.922 -0.837
H -3.712 0.305 -1.217
F 13.817 -2.884 -2.330
C 14.067 -3.701 -3.375
C 13.544 -4.978 -3.368
C 13.797 -5.815 -4.446
C 14.575 -5.368 -5.506
C 15.096 -4.081 -5.492
C 14.837 -3.237 -4.422
H 12.946 -5.310 -2.529
H 13.388 -6.816 -4.458
H 14.774 -6.024 -6.343
H 15.705 -3.734 -6.316
H 15.227 -2.228 -4.396
F 0.231 10.834 3.155
C 0.010 9.506 3.216
C -1.129 8.987 2.634
C -1.350 7.617 2.696
C -0.443 6.795 3.339
C 0.698 7.332 3.920
C 0.931 8.698 3.856
H -1.830 9.648 2.140
H -2.232 7.187 2.240
H -0.628 5.731 3.384
H 1.406 6.686 4.423
H 1.816 9.138 4.296
F -2.882 -4.115 -3.108
C -3.525 -4.179 -4.292
C -4.011 -5.396 -4.729
C -4.677 -5.457 -5.945
C -4.840 -4.309 -6.709
C -4.341 -3.095 -6.254
C -3.683 -3.027 -5.035
H -3.867 -6.281 -4.122
H -5.069 -6.402 -6.296
H -5.356 -4.361 -7.658
H -4.464 -2.200 -6.850
H -3.295 -2.089 -4.660
F -0.234 5.394 -3.956
C -0.670 6.216 -2.979
C -1.407 5.691 -1.936
C -1.850 6.536 -0.930
C -1.562 7.894 -0.984
C -0.822 8.404 -2.043
C -0.367 7.561 -3.047
H -1.630 4.632 -1.914
H -2.420 6.133 -0.105
H -1.911 8.552 -0.200
H -0.597 9.462 -2.087
H 0.217 7.939 -3.875
F -4.845 -3.178 2.276
C -4.511 -4.481 2.352
C -3.517 -4.966 1.527
C -3.171 -6.307 1.610
C -3.828 -7.142 2.504
C -4.829 -6.635 3.321
C -5.173 -5.293 3.250
H -3.022 -4.300 0.832
H -2.388 -6.701 0.975
H -3.559 -8.189 2.563
H -5.345 -7.286 4.015
H -5.945 -4.876 3.884
F -7.932 -2.270 3.518
C -9.123 -2.116 4.131
C -9.656 -0.848 4.255
C -10.884 -0.693 4.881
C -11.555 -1.801 5.381
C -11.001 -3.067 5.251
C -9.778 -3.229 4.617
H -9.113 0.003 3.865
H -11.317 0.294 4.978
H -12.511 -1.676 5.873
H -11.522 -3.930 5.644
H -9.333 -4.209 4.498
```

Total charge: 0

Here are the Löwdin charges for atoms 1 to 2, given in e: atom 1 (C): 0.025, atom 2 (C): -0.504

=====

C30H38F5N2O6S | ωB97M-V with the def2-TZVPD basis set

Structure (XYZ):
```
82
C30H38F5N2O6S, DFT ωB97M-V with the def2-TZVPD basis set
C 4.241 -0.572 -0.609
C 4.261 -0.179 -2.165
C 3.912 -1.382 -3.169
C 2.591 -2.218 -2.798
C 1.305 -1.335 -2.427
C 0.202 -1.274 -3.633
C -0.968 -2.347 -3.410
C -1.920 -2.070 -2.162
C -1.986 -3.088 -0.962
C -1.096 -4.416 -0.870
C -0.326 -4.564 0.547
C 1.214 -4.131 0.501
O 1.779 -3.777 1.793
C 1.322 -2.515 2.253
C 1.409 -1.137 1.459
O 0.841 -2.471 3.417
C -2.957 -2.849 0.252
C -3.860 -1.593 0.310
C -3.761 -0.601 -0.864
C -2.813 -0.786 -2.094
C -2.828 0.356 -3.195
O -2.557 0.136 -4.393
C -3.199 1.833 -2.653
S -2.571 3.402 -3.411
O -3.189 3.618 -4.769
O -3.038 4.571 -2.552
C -0.709 3.516 -3.451
F -0.410 4.865 -3.827
F -0.145 2.702 -4.455
C 0.014 3.283 -2.038
F 0.209 1.890 -1.803
F 1.328 3.825 -2.164
F -0.587 3.934 -0.949
C -4.082 2.000 -1.545
C -4.692 0.695 -0.848
O -5.849 0.689 -0.354
H 5.315 -0.666 -0.206
H 3.688 -1.539 -0.375
H 3.706 0.280 -0.041
H 3.490 0.668 -2.311
H 5.274 0.274 -2.477
H 3.811 -1.028 -4.258
H 4.816 -2.103 -3.130
H 2.860 -2.855 -1.872
H 2.404 -2.984 -3.642
H 1.525 -0.248 -2.162
H 0.755 -1.874 -1.563
H 0.782 -1.625 -4.570
H -0.155 -0.215 -3.849
H -1.645 -2.289 -4.346
H -0.521 -3.405 -3.434
H -1.829 -5.309 -0.914
H -0.309 -4.512 -1.687
H -0.346 -5.694 0.788
H -0.854 -4.051 1.417
H 1.456 -3.287 -0.227
H 1.802 -5.052 0.126
H 1.390 -1.230 0.324
H 0.498 -0.488 1.749
H 2.343 -0.513 1.717
H -3.031 -3.576 1.132
H -4.597 -1.384 1.157
H -4.410 3.006 -1.131
C -0.410 3.220 7.430
C 0.388 2.170 6.683
N 0.423 2.366 5.226
C 1.264 1.682 4.368
C 0.968 2.096 3.107
N -0.043 3.025 3.222
C -0.353 3.185 4.511
C -0.698 3.733 2.125
H -1.456 3.220 7.113
H -0.386 3.021 8.502
H -0.002 4.219 7.256
H -0.034 1.179 6.868
H 1.420 2.171 7.043
H 1.967 0.974 4.771
H 1.349 1.841 2.133
H -1.108 3.857 4.892
H -0.538 4.805 2.248
H -1.767 3.514 2.152
H -0.286 3.410 1.171
```

Total charge: +1

Here are the Löwdin charges for atoms 1 to 2, given in e: atom 1 (C): -0.122, atom 2 (C): -0.251

=====

C25H27BN8OSTi | ωB97M-V with the def2-TZVPD basis set

Structure (XYZ):
```
64
C25H27BN8OSTi, DFT ωB97M-V with the def2-TZVPD basis set
Ti 0.871 -0.393 -0.782
C 1.422 -4.564 -1.394
C 1.880 -3.265 -1.481
N 1.027 -2.430 -0.858
N 0.013 -3.195 -0.364
C 0.226 -4.471 -0.699
B -1.136 -2.553 0.479
N -0.418 -1.726 1.590
C -0.582 -1.747 2.916
C 0.367 -0.915 3.488
C 1.082 -0.411 2.415
N 0.603 -0.899 1.258
N -1.864 -1.501 -0.421
C -3.155 -1.322 -0.702
C -3.315 -0.106 -1.361
C -2.051 0.417 -1.456
N -1.150 -0.422 -0.893
N -2.010 -3.597 1.085
C -1.587 -4.612 1.902
C -2.694 -5.266 2.355
C -3.777 -4.574 1.764
N -3.369 -3.572 1.014
H 1.878 -5.452 -1.799
H 2.769 -2.895 -1.959
H -0.484 -5.237 -0.428
H -1.353 -2.351 3.372
H 0.522 -0.717 4.536
H 1.932 0.245 2.420
H -3.868 -2.067 -0.385
H -4.234 0.325 -1.723
H -1.739 1.353 -1.884
H -0.539 -4.780 2.106
H -2.731 -6.119 3.013
H -4.834 -4.775 1.864
C 1.718 1.686 -2.885
C 3.002 1.119 -2.844
C 2.852 -0.260 -2.806
C 1.450 -0.581 -2.891
C 0.748 0.658 -2.909
H 1.495 2.745 -2.922
H 3.940 1.656 -2.821
H 3.663 -0.975 -2.802
H 1.069 -1.495 -3.317
H -0.252 0.781 -3.288
C -1.997 5.966 0.304
C -0.833 5.018 0.252
C -0.955 3.704 0.713
C 0.110 2.820 0.659
C 1.310 3.258 0.120
C 1.463 4.554 -0.356
C 0.393 5.426 -0.273
S 2.722 2.198 -0.009
C 3.417 2.324 1.627
O 2.146 0.740 -0.027
H -2.770 5.611 0.982
H -2.442 6.073 -0.689
H -1.683 6.960 0.623
H -1.894 3.373 1.141
H -0.001 1.828 1.075
H 2.404 4.880 -0.790
H 0.509 6.442 -0.633
H 3.948 3.277 1.655
H 4.130 1.506 1.740
H 2.632 2.303 2.380
```

Energy relative to the best compared isomer or geometry (same formula, charge and spin), kcal per mole: 30.7
Total charge: +2

Here are the Löwdin charges for atoms 1 to 2, given in e: atom 1 (Ti): 1.184, atom 2 (C): 0.012

=====

CH2BrF2P | ωB97M-V with the def2-TZVPD basis set

Structure (XYZ):
```
7
CH2BrF2P, DFT ωB97M-V with the def2-TZVPD basis set
C -0.618 -0.805 -0.089
F 0.131 -1.883 -0.207
F -1.892 -1.215 0.225
P -0.072 0.237 1.388
Br 1.480 1.318 0.165
H -0.701 -0.261 -0.967
H 1.672 2.608 -0.515
```

Energy relative to the best compared isomer or geometry (same formula, charge and spin), kcal per mole: 70.9
Total charge: 0

Here are the Löwdin charges for atoms 1 to 2, given in e: atom 1 (C): -0.812, atom 2 (F): 0.002

=====

C2H14NO3S2 | ωB97M-V with the def2-TZVPD basis set

Structure (XYZ):
```
22
C2H14NO3S2, DFT ωB97M-V with the def2-TZVPD basis set
N 0.321 0.481 0.014
C 0.255 -0.038 1.413
C 0.211 -1.589 1.536
S -1.550 -1.970 1.860
S -1.989 -3.923 2.022
H 0.225 -0.245 -0.710
H 1.231 0.916 -0.143
H -0.359 1.257 -0.127
H -0.625 0.360 1.897
H 1.144 0.220 1.979
H 0.543 -2.139 0.653
H 0.879 -1.795 2.365
H -2.300 -4.205 0.753
H 3.562 1.632 -2.771
H 2.957 2.694 -1.886
O 2.888 1.758 -2.078
H -1.043 3.208 1.080
H -1.963 2.886 -0.116
O -1.051 2.967 0.132
H -0.758 -0.802 -3.278
H -1.750 -0.971 -2.256
O -0.826 -0.703 -2.339
```

Energy relative to the best compared isomer or geometry (same formula, charge and spin), kcal per mole: 9.2
Total charge: +1

Here are the Löwdin charges for atoms 1 to 2, given in e: atom 1 (N): 0.183, atom 2 (C): -0.229

=====

no.,E (eV),E_HOMO (eV),frontier orbital gap (Eh)
1,-135683.5177,-9.0,0.3487
2,-71397.7602,-11.3,0.2670
3,-74947.0131,-14.2,0.2537
4,-85832.2303,-8.0,0.2531
5,-31598.2418,-12.4,0.3495